[1]
{"formula": "C28H50O18", "method": "wB97M-V/def2-TZVPD", "homo_lumo_gap_ev": 10.444, "homo_energy_ev": -10.18, "smiles": "CCOC(=O)OC.CCOC(=O)OC.CCOC(=O)OC.CCOC(=O)OC.O=C1CCCO1.O=C1CCCO1.O=C1CCCO1", "energy_ha": -2451.2126, "de_lowest_ev": 1.1586, "elements": ["C", "C", "O", "C", "O", "O", "C", "H", "H", "H", "H", "H", "H", "H", "H", "C", "C", "O", "C", "O", "O", "C", "H", "H", "H", "H", "H", "H", "H", "H", "C", "C", "O", "C", "O", "O", "C", "H", "H", "H", "H", "H", "H", "H", "H", "C", "C", "O", "C", "O", "O", "C", "H", "H", "H", "H", "H", "H", "H", "H", "O", "C", "C", "C", "C", "O", "H", "H", "H", "H", "H", "H", "O", "C", "C", "C", "C", "O", "H", "H", "H", "H", "H", "H", "O", "C", "C", "C", "C", "O", "H", "H", "H", "H", "H", "H"], "coordinates": [[-28.706, -7.013, 0.055], [-27.330, -6.504, -0.458], [-26.229, -6.678, 0.519], [-25.812, -5.603, 1.218], [-26.241, -4.432, 1.127], [-24.895, -6.042, 2.088], [-24.240, -5.036, 2.897], [-29.059, -6.534, 0.969], [-28.593, -8.059, 0.340], [-29.405, -6.851, -0.765], [-27.443, -5.446, -0.697], [-27.031, -6.978, -1.393], [-23.359, -4.566, 2.460], [-23.802, -5.498, 3.782], [-24.965, -4.284, 3.208], [-19.676, -12.439, -2.391], [-19.275, -11.222, -1.542], [-20.094, -11.275, -0.406], [-19.635, -11.680, 0.806], [-18.567, -12.289, 1.064], [-20.550, -11.300, 1.647], [-20.492, -11.639, 3.045], [-20.713, -12.428, -2.725], [-19.588, -13.303, -1.733], [-18.993, -12.481, -3.239], [-19.521, -10.339, -2.133], [-18.199, -11.149, -1.384], [-21.449, -11.526, 3.554], [-19.810, -10.957, 3.554], [-20.135, -12.665, 3.136], [-13.371, -8.603, 8.481], [-14.116, -8.463, 7.160], [-15.338, -9.104, 7.288], [-16.492, -8.747, 6.591], [-16.585, -7.768, 5.857], [-17.509, -9.599, 6.896], [-18.882, -9.323, 6.519], [-13.150, -9.570, 8.933], [-13.934, -8.036, 9.222], [-12.454, -8.043, 8.301], [-13.584, -8.974, 6.358], [-14.323, -7.414, 6.946], [-19.603, -9.706, 7.242], [-19.068, -9.755, 5.536], [-19.103, -8.259, 6.434], [-25.433, -13.807, 3.237], [-26.775, -13.271, 2.833], [-27.057, -12.030, 3.475], [-26.896, -10.854, 2.836], [-26.553, -10.791, 1.622], [-27.162, -9.817, 3.611], [-26.965, -8.493, 3.225], [-25.421, -13.999, 4.310], [-24.620, -13.104, 3.055], [-25.161, -14.772, 2.809], [-27.441, -13.991, 3.309], [-27.118, -13.270, 1.798], [-27.907, -7.999, 2.989], [-26.254, -8.400, 2.403], [-26.572, -7.990, 4.109], [-22.650, -11.030, -2.798], [-23.516, -10.182, -2.518], [-23.257, -8.680, -2.430], [-24.649, -8.157, -2.124], [-25.433, -9.392, -1.612], [-24.732, -10.499, -2.173], [-22.532, -8.520, -1.631], [-22.868, -8.253, -3.354], [-24.645, -7.453, -1.292], [-25.202, -7.836, -3.006], [-25.451, -9.504, -0.528], [-26.465, -9.476, -1.955], [-20.147, -7.883, 3.455], [-21.269, -8.176, 3.072], [-21.964, -7.823, 1.753], [-23.172, -8.767, 1.822], [-23.399, -9.077, 3.315], [-22.126, -8.940, 3.867], [-22.307, -6.792, 1.847], [-21.245, -7.966, 0.946], [-24.004, -8.398, 1.222], [-22.817, -9.656, 1.301], [-24.022, -8.397, 3.896], [-23.630, -10.130, 3.473], [-22.103, -10.654, 8.585], [-22.468, -11.390, 7.697], [-22.410, -11.167, 6.223], [-23.548, -11.966, 5.661], [-23.859, -12.978, 6.743], [-23.233, -12.434, 7.932], [-22.304, -10.124, 5.923], [-21.502, -11.689, 5.923], [-24.439, -11.363, 5.487], [-23.305, -12.457, 4.718], [-24.934, -13.146, 6.810], [-23.453, -13.959, 6.499]]}

=====

[2]
{"formula": "C28H52AlN2O2Si2", "method": "wB97M-V/def2-TZVPD", "homo_lumo_gap_ev": [6.699, 6.703], "homo_energy_ev": [-10.87, -10.87], "total_charge": 1, "energy_ha": -2179.2941, "de_lowest_ev": 0.0000, "elements": ["O", "O", "C", "C", "H", "H", "H", "H", "H", "C", "C", "H", "H", "H", "H", "H", "C", "C", "C", "H", "H", "H", "H", "H", "C", "H", "H", "H", "H", "H", "H", "Al", "C", "Si", "H", "H", "C", "C", "C", "C", "Si", "H", "H", "C", "C", "C", "H", "H", "H", "H", "H", "H", "H", "H", "H", "H", "H", "H", "H", "H", "H", "H", "H", "H", "C", "C", "C", "C", "C", "C", "N", "N", "C", "C", "C", "C", "C", "C", "H", "H", "H", "H", "H", "H", "H", "H", "H"], "coordinates": [[-0.697, -1.231, -1.854], [0.789, 0.852, -3.419], [0.208, -2.430, -2.187], [-0.539, -3.687, -1.856], [1.099, -2.280, -1.573], [0.450, -2.283, -3.242], [-0.754, -3.755, -0.783], [0.088, -4.544, -2.123], [-1.478, -3.748, -2.416], [-1.841, -0.818, -2.713], [-1.599, -1.189, -4.139], [-1.906, 0.260, -2.568], [-2.733, -1.291, -2.285], [-0.798, -0.572, -4.560], [-2.503, -0.981, -4.724], [-1.360, -2.248, -4.263], [0.346, 2.215, -3.383], [2.048, 0.602, -4.045], [-0.755, 2.458, -4.384], [1.191, 2.900, -3.555], [-0.030, 2.379, -2.363], [-0.378, 2.372, -5.408], [-1.138, 3.473, -4.257], [-1.588, 1.759, -4.261], [1.985, 0.742, -5.550], [2.297, -0.427, -3.758], [2.821, 1.268, -3.628], [1.203, 0.111, -5.986], [2.947, 0.438, -5.969], [1.804, 1.781, -5.846], [-0.461, -0.717, -1.004], [-0.113, -0.617, 1.298], [1.099, 0.149, -0.093], [2.896, 0.515, 0.420], [1.373, -0.472, -0.961], [0.722, 1.084, -0.534], [3.937, -0.636, -0.646], [3.279, 0.157, 2.212], [3.302, 2.290, -0.024], [-1.960, -1.173, 0.911], [-3.318, 0.112, 1.010], [-2.213, -1.918, 1.702], [-2.088, -1.751, -0.021], [-4.805, -0.490, 0.024], [-2.822, 1.769, 0.282], [-3.759, 0.368, 2.812], [2.792, 2.597, -0.947], [4.385, 2.388, -0.181], [3.004, 2.980, 0.778], [3.699, -1.685, -0.421], [5.003, -0.468, -0.441], [3.757, -0.455, -1.715], [3.071, -0.891, 2.482], [2.699, 0.799, 2.892], [4.353, 0.352, 2.389], [-3.434, 1.982, -0.608], [-1.765, 1.829, -0.010], [-3.015, 2.560, 1.021], [-4.609, 1.060, 2.889], [-2.918, 0.788, 3.384], [-4.046, -0.585, 3.279], [-5.721, 0.010, 0.374], [-4.942, -1.573, 0.142], [-4.690, -0.273, -1.047], [-0.752, 4.039, 4.635], [-0.765, 3.876, 3.245], [-0.380, 2.662, 2.671], [-0.084, 1.573, 3.530], [0.036, 1.772, 4.915], [-0.321, 2.999, 5.469], [-0.005, 0.262, 3.047], [0.157, -0.650, 4.030], [0.610, -1.884, 3.574], [1.073, -2.817, 4.544], [1.568, -4.043, 4.119], [1.590, -4.352, 2.753], [1.126, -3.427, 1.792], [0.644, -2.197, 2.197], [-1.068, 4.989, 5.069], [-1.085, 4.705, 2.609], [-0.337, 2.514, 1.588], [0.364, 0.926, 5.518], [-0.264, 3.131, 6.549], [1.000, -2.513, 5.589], [1.913, -4.771, 4.855], [1.955, -5.324, 2.419], [1.151, -3.682, 0.730]]}

=====

[3]
{"formula": "C28H52IN6OYb", "method": "wB97M-V/def2-TZVPD", "multiplicity": 2, "homo_lumo_gap_ev": [7.587, 5.540], "homo_energy_ev": [-12.28, -12.26], "total_charge": 2, "energy_ha": -2957.6751, "de_lowest_ev": 1.0326, "elements": ["Yb", "C", "C", "N", "C", "C", "N", "C", "C", "C", "N", "C", "C", "N", "C", "H", "H", "H", "H", "H", "H", "H", "H", "H", "H", "H", "H", "H", "H", "H", "H", "H", "H", "H", "H", "H", "H", "H", "H", "I", "C", "C", "C", "C", "C", "C", "C", "C", "C", "C", "H", "H", "H", "H", "H", "H", "N", "C", "C", "C", "C", "N", "H", "H", "H", "H", "H", "H", "H", "H", "H", "H", "H", "H", "C", "C", "O", "C", "C", "H", "H", "H", "H", "H", "H", "H", "H", "H", "H"], "coordinates": [[-0.882, 0.789, 0.424], [2.783, 1.429, -0.756], [2.098, 2.207, 0.424], [0.706, 2.642, 0.270], [0.366, 3.664, 1.266], [-1.134, 3.946, 1.335], [-2.032, 2.777, 1.200], [-3.164, 3.066, 0.312], [-2.788, 3.276, -1.159], [-3.040, 2.026, -1.949], [-2.027, 1.027, -1.755], [-1.043, 0.873, -2.872], [0.424, 0.935, -2.578], [0.695, 0.084, -1.399], [2.149, 0.036, -1.094], [3.852, 1.405, -0.434], [2.822, 2.091, -1.671], [2.727, 3.109, 0.496], [2.250, 1.610, 1.371], [0.644, 3.065, -0.674], [0.903, 4.601, 1.034], [0.671, 3.243, 2.244], [-1.342, 4.726, 0.617], [-1.304, 4.528, 2.251], [-2.486, 2.608, 2.101], [-3.800, 3.936, 0.619], [-3.816, 2.188, 0.349], [-1.814, 3.807, -1.206], [-3.462, 4.052, -1.495], [-3.174, 2.228, -2.995], [-4.045, 1.578, -1.678], [-2.522, 0.155, -1.742], [-1.289, 1.661, -3.559], [-1.203, -0.031, -3.489], [0.675, 1.955, -2.285], [1.043, 0.637, -3.454], [0.364, -0.811, -1.609], [2.675, -0.376, -1.987], [2.351, -0.600, -0.205], [1.630, -4.145, 1.655], [3.026, -2.693, 1.277], [3.762, -2.988, 0.170], [5.103, -2.583, 0.227], [5.592, -1.786, 1.204], [4.761, -1.282, 2.305], [5.200, -0.535, 3.407], [4.279, -0.069, 4.364], [2.892, -0.284, 4.180], [2.437, -0.947, 3.031], [3.375, -1.656, 2.236], [3.390, -3.582, -0.647], [5.784, -2.877, -0.537], [6.653, -1.516, 1.216], [6.220, -0.306, 3.455], [4.660, 0.476, 5.244], [2.144, 0.226, 4.807], [-2.120, -1.312, 0.843], [-3.239, -1.079, 1.725], [-2.888, -0.151, 2.889], [-2.048, -0.826, 3.948], [-0.583, -1.010, 3.642], [0.076, -0.292, 2.573], [-2.399, -1.894, 0.080], [-1.361, -1.829, 1.331], [-3.647, -2.112, 2.079], [-4.045, -0.539, 1.260], [-3.862, 0.045, 3.379], [-2.512, 0.799, 2.515], [-2.494, -1.850, 4.164], [-2.195, -0.258, 4.907], [-0.323, -2.039, 3.435], [-0.025, -0.705, 4.540], [1.186, -0.675, 2.613], [0.145, 0.697, 2.905], [0.886, -3.210, -3.928], [-0.435, -2.819, -4.594], [-1.404, -2.306, -3.724], [-2.724, -2.351, -4.330], [-3.707, -1.876, -3.318], [1.395, -4.024, -4.421], [0.731, -3.450, -2.878], [1.609, -2.356, -3.920], [-0.916, -3.743, -5.004], [-0.288, -2.089, -5.441], [-2.940, -3.401, -4.702], [-2.793, -1.726, -5.229], [-3.745, -2.582, -2.506], [-4.707, -1.723, -3.721], [-3.366, -0.907, -2.972]]}

=====

[4]
{"formula": "C28H52N2O10S5", "method": "wB97M-V/def2-TZVPD", "homo_lumo_gap_ev": 8.587, "homo_energy_ev": -8.62, "smiles": "O=S1(=O)CCCC1.O=S1(=O)CCCC1.O=S1(=O)CCCC1.O=S1(=O)CCCC1.O=S1(=O)CCCC1.c1cc[nH]c1.CCCC#N", "energy_ha": -3950.7090, "elements": ["O", "S", "O", "C", "C", "C", "C", "H", "H", "H", "H", "H", "H", "H", "H", "O", "S", "O", "C", "C", "C", "C", "H", "H", "H", "H", "H", "H", "H", "H", "O", "S", "O", "C", "C", "C", "C", "H", "H", "H", "H", "H", "H", "H", "H", "O", "S", "O", "C", "C", "C", "C", "H", "H", "H", "H", "H", "H", "H", "H", "O", "S", "O", "C", "C", "C", "C", "H", "H", "H", "H", "H", "H", "H", "H", "C", "C", "C", "N", "C", "H", "H", "H", "H", "H", "C", "C", "C", "C", "N", "H", "H", "H", "H", "H", "H", "H"], "coordinates": [[-5.912, 0.855, 3.516], [-6.151, -0.362, 2.797], [-5.450, -0.634, 1.521], [-5.927, -1.750, 4.150], [-7.387, -2.311, 4.332], [-8.193, -2.094, 3.003], [-7.959, -0.678, 2.595], [-5.407, -1.217, 4.945], [-5.355, -2.451, 3.543], [-7.347, -3.369, 4.588], [-8.009, -1.886, 5.121], [-9.223, -2.450, 2.966], [-7.810, -2.848, 2.315], [-8.521, -0.077, 3.309], [-8.331, -0.224, 1.677], [3.251, -5.929, -2.575], [1.828, -5.645, -2.501], [1.005, -5.570, -3.769], [0.998, -6.897, -1.362], [1.386, -6.455, 0.033], [1.599, -4.874, 0.050], [1.472, -4.217, -1.353], [1.288, -7.858, -1.789], [-0.035, -6.691, -1.639], [0.633, -6.559, 0.814], [2.367, -6.855, 0.292], [2.526, -4.558, 0.528], [0.932, -4.471, 0.812], [2.265, -3.470, -1.388], [0.444, -3.897, -1.528], [-2.654, -0.651, 5.943], [-2.220, -0.937, 4.590], [-3.066, -1.612, 3.611], [-1.565, 0.741, 4.007], [-0.192, 0.501, 3.804], [0.418, -0.544, 4.739], [-0.512, -1.753, 4.643], [-1.662, 1.494, 4.790], [-2.159, 1.082, 3.159], [-0.086, 0.392, 2.725], [0.368, 1.434, 3.744], [0.479, -0.023, 5.694], [1.462, -0.716, 4.474], [-0.435, -2.601, 5.324], [-0.351, -2.098, 3.622], [-2.011, -0.689, -6.089], [-0.523, -0.786, -6.091], [0.225, -1.014, -7.298], [0.076, 0.762, -5.191], [0.927, 0.235, -3.989], [0.366, -1.146, -3.545], [0.186, -2.014, -4.874], [-0.781, 1.322, -4.818], [0.349, 1.551, -5.891], [2.000, 0.087, -4.116], [0.808, 0.879, -3.118], [-0.660, -1.052, -3.190], [1.125, -1.593, -2.903], [-0.350, -2.962, -4.840], [1.158, -2.323, -5.260], [4.456, 6.697, 0.960], [3.024, 6.501, 1.167], [2.121, 7.601, 1.477], [2.399, 5.601, -0.261], [1.484, 4.482, 0.240], [1.971, 4.009, 1.587], [2.699, 5.145, 2.278], [3.266, 5.081, -0.666], [2.033, 6.390, -0.918], [0.518, 4.986, 0.285], [1.329, 3.691, -0.494], [2.691, 3.205, 1.432], [1.189, 3.639, 2.250], [3.631, 4.967, 2.815], [2.039, 5.597, 3.019], [0.401, 0.249, -0.128], [-0.846, 0.874, -0.130], [-1.744, -0.037, 0.369], [-1.083, -1.287, 0.463], [0.233, -1.093, 0.166], [1.315, 0.712, -0.467], [-0.981, 1.912, -0.396], [-2.764, 0.055, 0.711], [-1.468, -2.213, 0.588], [1.028, -1.824, 0.131], [6.527, 4.729, -4.533], [5.389, 3.639, -4.320], [5.124, 3.287, -2.854], [3.913, 2.488, -2.679], [2.944, 1.845, -2.460], [7.545, 4.381, -4.355], [6.377, 5.658, -3.984], [6.533, 4.845, -5.617], [5.686, 2.708, -4.803], [4.430, 3.829, -4.803], [4.869, 4.222, -2.355], [6.022, 2.902, -2.371]]}